# C2HBrN2O2

A single C2HBrN2O2 molecule (ωB97M-V with the def2-TZVPD basis set, the OMol25 dataset).

## Properties
DFT total energy (eV): -79202.4117
SMILES string: N#C[C@@H](Br)[N+](=O)[O-]
Energy above the lowest of the compared OMol25 structures with the same formula, charge and spin (eV): 4.208

Each line ends with the Löwdin charge.
Element x y z (Å)
N  -0.9561  -0.4054  -2.3435  0.13
C  -0.3267  -0.1907  -1.4155  -0.19
C  0.4261  0.4216  0.0350  -0.48
Br  -0.6609  2.0610  0.2602  0.74
N  0.1023  -0.6734  0.9125  -0.50
O  0.9953  -1.4005  1.1414  0.14
O  -1.0483  -0.6557  1.3489  0.05
H  1.4682  0.8432  0.0609  0.11


# C2HBrO3

2 unconnected molecules or ions with the total composition C2HBrO3 (ωB97M-V with the def2-TZVPD basis set, the OMol25 dataset).

## Properties
DFT total energy (eV): -78274.6221
SMILES string: O=C=O.O=CBr
Energy above the lowest of the compared OMol25 structures with the same formula, charge and spin (eV): 0.832

Each line ends with the Löwdin charge.
Element x y z (Å)
O  1.6321  2.2841  -0.1534  0.27
C  1.1165  1.3153  -0.4129  -0.39
O  0.4664  0.4235  -0.6883  0.13
O  -0.2228  -0.8894  1.4631  0.01
C  -0.6054  -0.9760  0.3528  -0.81
Br  -2.3380  -0.4552  -0.3108  0.69
H  -0.0488  -1.7022  -0.2505  0.10


# C2HCl2F

2 unconnected molecules or ions with the total composition C2HCl2F (ωB97M-V with the def2-TZVPD basis set, the OMol25 dataset).

## Properties
DFT total energy (eV): -29847.3102
Energy above the lowest of the compared OMol25 structures with the same formula, charge and spin (eV): 4.384

Each line ends with the Löwdin charge.
Element x y z (Å)
C  -0.0637  0.2136  -0.7169  -0.33
C  -0.0810  -0.0027  0.5531  -1.27
F  -0.8234  1.0824  -1.2931  0.06
Cl  0.8104  -1.1642  1.4065  0.62
Cl  -1.1531  0.9392  1.4772  0.67
H  1.3108  -1.0683  -1.4267  0.25


# C2HCl2FO

A single C2HCl2FO molecule (ωB97M-V with the def2-TZVPD basis set, the OMol25 dataset).

## Properties
DFT total energy (eV): -31898.2644
SMILES string: O=CC(F)(Cl)Cl
Energy above the lowest of the compared OMol25 structures with the same formula, charge and spin (eV): 0.862

Each line ends with the Löwdin charge.
Element x y z (Å)
O  -0.1952  0.8735  -1.6675  0.06
C  0.0941  -0.0041  -0.8616  -0.38
C  -0.0689  0.0080  0.5639  -1.32
F  -0.9261  -1.0170  0.7701  -0.04
Cl  1.5203  -0.1118  1.2279  0.76
Cl  -1.0685  1.4063  0.9578  0.73
H  0.6442  -1.1551  -0.9906  0.19


# C2HCl2NS

2 unconnected molecules or ions with the total composition C2HCl2NS (ωB97M-V with the def2-TZVPD basis set, the OMol25 dataset).

## Properties
DFT total energy (eV): -39456.7259
Energy above the lowest of the compared OMol25 structures with the same formula, charge and spin (eV): 2.726

Each line ends with the Löwdin charge.
Element x y z (Å)
C  1.9083  0.3136  0.1247  -0.92
C  -1.5285  -0.0931  -0.1053  -1.05
N  0.7988  -0.0022  0.3420  -0.01
S  3.4687  0.7440  -0.0637  0.57
Cl  -1.7147  -0.7977  1.3985  0.71
Cl  -1.8203  -0.9916  -1.4729  0.72
H  -1.1123  0.8270  -0.2234  -0.02


# C2HCl2O3

A gas-phase ion, C2HCl2O3 (charge -1) (ωB97M-V with the def2-TZVPD basis set, the OMol25 dataset).

## Properties
Charge: -1
DFT total energy (eV): -33279.7299
SMILES string: O=C([O-])OC(Cl)Cl
Energy above the lowest of the compared OMol25 structures with the same formula, charge and spin (eV): 0.598

Each line ends with the Löwdin charge.
Element x y z (Å)
O  2.3676  -0.8310  -0.5354  0.01
C  1.4405  -0.0791  -0.3149  -0.76
O  1.2363  1.1128  -0.2515  -0.02
O  0.1551  -0.8475  -0.0425  -0.19
C  -0.9133  0.0322  0.3006  -1.17
Cl  -1.8774  0.2770  -1.2373  0.49
Cl  -1.8889  -0.5996  1.5381  0.62
H  -0.5197  0.9352  0.5429  0.00


- Number 2 is which compound?
  C2HBrO3


Repeat the sixth record exactly.
# C2HCl2O3

A gas-phase ion, C2HCl2O3 (charge -1) (ωB97M-V with the def2-TZVPD basis set, the OMol25 dataset).

## Properties
Charge: -1
DFT total energy (eV): -33279.7299
SMILES string: O=C([O-])OC(Cl)Cl
Energy above the lowest of the compared OMol25 structures with the same formula, charge and spin (eV): 0.598

Each line ends with the Löwdin charge.
Element x y z (Å)
O  2.3676  -0.8310  -0.5354  0.01
C  1.4405  -0.0791  -0.3149  -0.76
O  1.2363  1.1128  -0.2515  -0.02
O  0.1551  -0.8475  -0.0425  -0.19
C  -0.9133  0.0322  0.3006  -1.17
Cl  -1.8774  0.2770  -1.2373  0.49
Cl  -1.8889  -0.5996  1.5381  0.62
H  -0.5197  0.9352  0.5429  0.00


- What is the DFT total energy in the fifth record?
  -39456.7259 eV